# C41H84F6N13O11S2

11 unconnected molecules or ions with the total composition C41H84F6N13O11S2 at a distorted geometry (ωB97M-V/def2-TZVPD, the Open Molecules 2025 dataset).

Its charge is +7. The calculation puts the energy relative to the best compared isomer or geometry (same formula, charge and spin) at 6.637 eV. The HOMO energy comes out at -22.0 eV. The gap between HOMO and LUMO comes out at 7.8 eV. The energy is -4544.66977 a.u.

Bonds (Å) are listed after each position.
Positions of all 157 atoms, in Å:
1 C 0.962 -3.979 -1.698  C2 1.516, H8 1.090, H9 1.090, H10 1.090
2 C 2.023 -4.408 -0.703  C1 1.516, O3 1.239, N4 1.488
3 O 2.063 -3.952 0.448  C2 1.239
4 N 2.998 -5.420 -1.192  C2 1.488, H5 1.010, H6 1.010, C7 1.540
5 H 2.622 -6.265 -1.598  N4 1.010
6 H 3.547 -4.872 -1.839  N4 1.010
7 C 4.094 -5.791 -0.176  N4 1.540, H11 1.090, H12 1.090, H13 1.090
8 H 0.535 -4.763 -2.324  C1 1.090
9 H 1.270 -3.179 -2.372  C1 1.090
10 H 0.147 -3.443 -1.212  C1 1.090
11 H 4.425 -4.846 0.255  C7 1.090
12 H 4.856 -6.235 -0.816  C7 1.090
13 H 3.693 -6.440 0.603  C7 1.090
14 C -2.777 -0.643 4.345  C15 1.494, H21 1.090, H22 1.090, H23 1.090
15 C -2.529 0.532 3.457  C14 1.494, O16 1.179, N17 1.536
16 O -2.853 0.615 2.326  C15 1.179
17 N -1.458 1.547 3.884  C15 1.536, H18 1.010, H19 1.010, C20 1.554
18 H -0.559 1.091 3.937  N17 1.010
19 H -1.367 2.158 3.085  N17 1.010
20 C -1.713 2.238 5.252  N17 1.554, H24 1.090, H25 1.090, H26 1.090
21 H -3.514 -0.416 5.115  C14 1.090
22 H -1.916 -0.923 4.951  C14 1.090
23 H -3.121 -1.512 3.783  C14 1.090
24 H -1.512 1.498 6.027  C20 1.090
25 H -2.703 2.680 5.370  C20 1.090
26 H -1.032 3.081 5.365  C20 1.090
27 C 4.319 -1.835 1.464  C28 1.540, H34 1.090, H35 1.090, H36 1.090
28 C 5.153 -2.130 2.724  C27 1.540, O29 1.217, N30 1.576
29 O 4.651 -2.524 3.760  C28 1.217
30 N 6.709 -1.902 2.624  C28 1.576, H31 1.010, H32 1.010, C33 1.548
31 H 7.009 -2.689 2.068  N30 1.010
32 H 6.904 -0.989 2.237  N30 1.010
33 C 7.399 -1.942 4.010  N30 1.548, H37 1.090, H38 1.090, H39 1.090
34 H 4.343 -2.645 0.736  C27 1.090
35 H 4.782 -1.012 0.919  C27 1.090
36 H 3.303 -1.457 1.582  C27 1.090
37 H 8.483 -1.847 3.936  C33 1.090
38 H 7.190 -2.909 4.467  C33 1.090
39 H 7.071 -1.068 4.572  C33 1.090
40 C 0.082 3.323 -3.609  C41 1.513, H47 1.090, H48 1.090, H49 1.090
41 C 0.071 3.654 -5.085  C40 1.513, O42 1.234, N43 1.536
42 O 0.410 2.972 -6.056  C41 1.234
43 N -0.488 5.073 -5.273  C41 1.536, H44 1.010, H45 1.010, C46 1.531
44 H -0.942 4.966 -6.168  N43 1.010
45 H -1.291 5.418 -4.766  N43 1.010
46 C 0.630 6.116 -5.346  N43 1.531, H50 1.090, H51 1.090, H52 1.090
47 H 0.968 3.834 -3.233  C40 1.090
48 H 0.467 2.318 -3.434  C40 1.090
49 H -0.816 3.477 -3.010  C40 1.090
50 H 1.167 5.781 -6.233  C46 1.090
51 H 1.141 6.073 -4.384  C46 1.090
52 H 0.081 7.058 -5.345  C46 1.090
53 C -3.750 -2.883 0.162  C54 1.564, H60 1.090, H61 1.090, H62 1.090
54 C -3.832 -2.807 -1.398  C53 1.564, O55 1.231, N56 1.500
55 O -4.472 -1.918 -1.960  C54 1.231
56 N -3.344 -4.010 -2.150  C54 1.500, H57 1.010, H58 1.010, C59 1.553
57 H -2.357 -4.118 -1.965  N56 1.010
58 H -3.743 -4.852 -1.762  N56 1.010
59 C -3.713 -3.964 -3.659  N56 1.553, H63 1.090, H64 1.090, H65 1.090
60 H -4.014 -1.891 0.529  C53 1.090
61 H -2.702 -2.937 0.458  C53 1.090
62 H -4.219 -3.753 0.621  C53 1.090
63 H -3.116 -4.651 -4.259  C59 1.090
64 H -3.721 -2.960 -4.085  C59 1.090
65 H -4.731 -4.351 -3.654  C59 1.090
66 C -1.133 -3.605 8.114  C67 1.528, H74 1.090, H75 1.090, H76 1.090
67 C -1.959 -3.439 6.838  C66 1.528, N68 1.468, H77 1.090, H78 1.090
68 N -1.184 -4.021 5.735  C67 1.468, C69 1.374, C72 1.368
69 C -1.536 -5.159 5.051  N68 1.374, C70 1.352, H79 1.080
70 C -0.646 -5.402 4.062  C69 1.352, N71 1.375, H80 1.080
71 N 0.278 -4.385 4.094  C70 1.375, C72 1.465, C73 1.480
72 C -0.010 -3.522 5.241  N68 1.368, N71 1.465, H81 1.080
73 C 1.523 -4.289 3.298  N71 1.480, H82 1.090, H83 1.090, H84 1.090
74 H -1.592 -3.270 9.044  C66 1.090
75 H -0.127 -3.187 8.086  C66 1.090
76 H -0.863 -4.655 8.225  C66 1.090
77 H -2.322 -2.441 6.593  C67 1.090
78 H -2.870 -4.037 6.805  C67 1.090
79 H -2.387 -5.744 5.363  C69 1.080
80 H -0.596 -6.197 3.332  C70 1.080
81 H 0.533 -2.688 5.660  C72 1.080
82 H 1.370 -3.355 2.757  C73 1.090
83 H 1.632 -5.174 2.671  C73 1.090
84 H 2.345 -4.018 3.961  C73 1.090
85 C -7.424 1.560 -4.337  C86 1.593, H93 1.090, H94 1.090, H95 1.090
86 C -6.005 0.960 -3.930  C85 1.593, N87 1.414, H96 1.090, H97 1.090
87 N -5.540 1.291 -2.636  C86 1.414, C88 1.397, C91 1.373
88 C -4.241 1.555 -2.194  N87 1.397, C89 1.392, H98 1.080
89 C -4.221 1.512 -0.802  C88 1.392, N90 1.323, H99 1.080
90 N -5.452 1.218 -0.417  C89 1.323, C91 1.372, C92 1.466
91 C -6.284 1.088 -1.500  N87 1.373, N90 1.372, H100 1.080
92 C -5.897 0.953 0.955  N90 1.466, H101 1.090, H102 1.090, H103 1.090
93 H -7.443 1.839 -5.391  C85 1.090
94 H -7.491 2.377 -3.619  C85 1.090
95 H -8.250 0.899 -4.076  C85 1.090
96 H -5.301 1.504 -4.559  C86 1.090
97 H -5.852 -0.095 -4.157  C86 1.090
98 H -3.385 1.860 -2.777  C88 1.080
99 H -3.413 1.576 -0.089  C89 1.080
100 H -7.275 0.664 -1.568  C91 1.080
101 H -6.737 1.618 1.154  C92 1.090
102 H -5.151 1.269 1.684  C92 1.090
103 H -6.192 -0.056 1.242  C92 1.090
104 C 3.159 5.551 1.838  C105 1.531, H112 1.090, H113 1.090, H114 1.090
105 C 2.171 4.541 1.248  C104 1.531, N106 1.543, H115 1.090, H116 1.090
106 N 0.729 4.855 1.694  C105 1.543, C107 1.376, C110 1.401
107 C 0.125 4.815 2.929  N106 1.376, C108 1.348, H117 1.080
108 C -1.069 5.440 2.958  C107 1.348, N109 1.350, H118 1.080
109 N -1.224 5.930 1.709  C108 1.350, C110 1.350, C111 1.422
110 C -0.185 5.583 0.920  N106 1.401, N109 1.350, H119 1.080
111 C -2.399 6.598 1.270  N109 1.422, H120 1.090, H121 1.090, H122 1.090
112 H 2.664 6.517 1.742  C104 1.090
113 H 4.159 5.331 1.464  C104 1.090
114 H 3.214 5.420 2.919  C104 1.090
115 H 2.436 3.542 1.594  C105 1.090
116 H 2.117 4.561 0.160  C105 1.090
117 H 0.760 4.414 3.705  C107 1.080
118 H -1.824 5.670 3.696  C108 1.080
119 H -0.098 5.744 -0.144  C110 1.080
120 H -2.774 6.059 0.400  C111 1.090
121 H -2.121 7.608 0.970  C111 1.090
122 H -3.188 6.618 2.022  C111 1.090
123 C 3.363 -0.430 -5.491  C124 1.522, H131 1.090, H132 1.090, H133 1.090
124 C 4.020 -0.819 -4.174  C123 1.522, N125 1.412, H134 1.090, H135 1.090
125 N 4.186 0.317 -3.353  C124 1.412, C126 1.362, C129 1.426
126 C 3.347 0.854 -2.424  N125 1.362, C127 1.408, H136 1.080
127 C 3.967 1.839 -1.631  C126 1.408, N128 1.391, H137 1.080
128 N 5.236 1.927 -2.194  C127 1.391, C129 1.402, C130 1.424
129 C 5.427 1.009 -3.236  N125 1.426, N128 1.402, H138 1.080
130 C 6.250 2.852 -1.814  N128 1.424, H139 1.090, H140 1.090, H141 1.090
131 H 3.144 -1.307 -6.100  C123 1.090
132 H 3.929 0.191 -6.186  C123 1.090
133 H 2.433 0.047 -5.183  C123 1.090
134 H 4.988 -1.284 -4.365  C124 1.090
135 H 3.440 -1.580 -3.652  C124 1.090
136 H 2.345 0.460 -2.330  C126 1.080
137 H 3.701 2.561 -0.874  C127 1.080
138 H 6.268 0.739 -3.857  C129 1.080
139 H 6.481 3.634 -2.537  C130 1.090
140 H 7.095 2.195 -1.607  C130 1.090
141 H 6.051 3.216 -0.806  C130 1.090
142 C -0.174 -0.519 0.103  F143 1.358, F144 1.338, F145 1.370, S146 2.008
143 F 0.572 -1.162 1.039  C142 1.358
144 F 0.312 -0.881 -1.090  C142 1.338
145 F -1.473 -0.942 0.205  C142 1.370
146 S 0.018 1.479 0.166  C142 2.008, O147 1.448, O148 1.454, O149 1.456
147 O -0.734 2.024 -0.944  S146 1.448
148 O -0.558 1.943 1.418  S146 1.454
149 O 1.441 1.699 -0.052  S146 1.456
150 C -1.426 -0.224 -4.388  F151 1.304, F152 1.343, F153 1.339, S154 1.929
151 F -0.976 0.501 -5.374  C150 1.304
152 F -1.242 0.451 -3.243  C150 1.343
153 F -2.742 -0.418 -4.540  C150 1.339
154 S -0.510 -1.915 -4.230  C150 1.929, O155 1.436, O156 1.490, O157 1.437
155 O -0.717 -2.550 -5.501  S154 1.436
156 O 0.868 -1.449 -3.910  S154 1.490
157 O -1.141 -2.634 -3.158  S154 1.437

Atomic partial charges in e from the Löwdin method, atoms 1 to 4: C 0.02; C -0.31; O 0.08; N 0.12